C9H22Si2 as an isolated structure in a non-equilibrium geometry. Source: OMol25; level of theory: ωB97M-V/def2-TZVPD.

Each line ends with the Löwdin charge.
Atoms and positions in Å:
C -1.40 -1.30 3.06  -0.215
C -0.03 -1.53 2.42  -0.208
C -2.49 -1.21 1.99  -0.210
C 0.29 -0.42 1.40  -0.243
C -2.15 -0.11 0.97  -0.255
C -0.80 -0.41 0.36  -0.287
C -0.45 2.85 -0.77  -0.302
C 3.03 0.91 -1.33  -0.257
C 1.62 -1.05 -3.31  -0.273
Si -0.42 1.12 -1.57  0.657
Si 1.61 0.71 -2.59  0.451
H -1.63 -2.12 3.75  0.106
H -1.38 -0.37 3.63  0.112
H 0.74 -1.56 3.20  0.106
H -0.02 -2.49 1.91  0.113
H -2.56 -2.16 1.46  0.112
H -3.45 -1.01 2.46  0.106
H 0.32 0.54 1.92  0.114
H 1.26 -0.60 0.96  0.087
H -2.92 -0.06 0.21  0.101
H -2.12 0.85 1.48  0.109
H -0.83 -1.37 -0.17  0.078
H -1.37 3.04 -0.24  0.012
H 0.37 2.95 -0.06  0.013
H -0.33 3.63 -1.52  0.012
H 3.05 1.93 -0.94  0.016
H 2.89 0.24 -0.48  0.003
H 4.00 0.70 -1.76  0.019
H 2.61 -1.36 -3.63  0.019
H 1.27 -1.78 -2.58  0.015
H 0.96 -1.12 -4.17  0.015
H -1.66 0.94 -2.35  -0.079
H 1.96 1.62 -3.72  -0.046

For the total energy, the calculation gives -25444.6390 eV. The highest occupied orbital energy is -0.296 Eh. The energy relative to the best compared isomer or geometry (same formula, charge and spin) comes out at 0.0 kJ/mol. Its net charge is 0.